1.
Below is C6H19CdNO5 as an isolated structure, with properties calculated with ωB97M-V/def2-TZVPD.

Atoms and positions in Å:
Cd  -13.3401  28.9698  -26.1710
O  -15.4262  28.5391  -25.8665
C  -15.3602  27.1993  -25.4573
C  -14.1449  26.8887  -24.5694
O  -12.8602  27.2427  -25.0182
H  -15.4140  26.5349  -26.3442
H  -16.2481  26.9773  -24.8377
H  -14.1851  25.8356  -24.2330
H  -14.3251  27.4533  -23.6275
C  -13.9422  30.6168  -30.2889
C  -13.8098  29.6964  -29.0844
C  -12.6974  28.6657  -29.2701
O  -12.7352  27.7431  -28.1986
C  -12.1551  26.4733  -28.4534
N  -13.6508  30.4400  -27.8183
H  -13.9359  30.0625  -31.2276
H  -13.1444  31.3648  -30.3562
H  -14.8649  31.1967  -30.2243
H  -14.7276  29.1038  -29.0658
H  -11.7153  29.1677  -29.3193
H  -12.8604  28.1227  -30.2059
H  -12.2740  26.1995  -29.5042
H  -12.7207  25.7709  -27.8452
H  -11.1123  26.4419  -28.1339
H  -12.7487  30.9077  -27.7329
H  -14.2881  31.2295  -27.8165
O  -13.2339  30.3590  -24.4846
H  -13.7397  31.1520  -24.2914
H  -12.4992  30.3605  -23.8662
O  -11.0996  29.3197  -26.3925
H  -10.5548  28.9655  -25.6830
H  -10.5720  30.0108  -26.8010

Cartesian forces, eV/Å:
Cd -1.56 -1.81 0.16
O 0.29 -0.11 -0.16
C -0.35 0.46 -0.10
C 0.28 0.09 1.28
O -0.20 -0.16 -0.58
H 0.21 -0.17 0.12
H 0.06 -0.24 -0.03
H 0.04 -0.07 -0.40
H -0.23 0.00 -0.09
C 0.30 0.49 -0.12
C 0.15 -0.22 -0.68
C 0.15 0.01 0.31
O -0.16 0.35 -0.69
C -0.36 -0.09 0.44
N 0.22 0.81 -0.69
H -0.15 -0.05 0.03
H 0.16 -0.20 0.12
H -0.10 -0.17 -0.04
H -0.08 0.14 0.65
H -0.01 -0.07 -0.06
H 0.00 0.19 -0.10
H 0.15 0.05 -0.04
H 0.11 -0.06 0.07
H 0.08 0.07 -0.19
H 0.15 -0.18 -0.64
H -0.46 -0.32 0.29
O 0.34 1.27 1.03
H -0.29 0.00 0.03
H 0.08 -0.18 0.15
O 1.13 0.45 -0.19
H -0.10 -0.34 0.15
H 0.15 0.08 -0.04

Properties
ΔE to the lowest compared entry with this formula, charge and spin: 0.0 kcal/mol
2S+1: 1
Total charge: 0

***

2.
Below is C21H33BIN5Rb as an isolated structure, with properties calculated with ωB97M-V/def2-TZVPD.

Atoms and positions in Å:
Rb  0.6973  0.9576  0.6616
C  -3.6922  -0.0257  1.5488
C  -3.5301  1.2594  0.7334
N  -2.3328  1.2423  -0.1029
C  -2.5676  1.1243  -1.5298
C  -3.0563  -0.2634  -1.9567
N  -2.3919  -1.3515  -1.2537
C  -2.1204  -2.5084  -2.0889
C  -1.5042  -3.6524  -1.2904
C  -0.0581  -3.3986  -0.8574
N  0.0777  -2.3999  0.1938
C  -0.2509  -2.8582  1.5388
C  -1.5424  -2.2393  2.0689
N  -1.4061  -0.8012  2.2351
C  -2.6472  -0.1534  2.6666
H  -3.6104  -0.8691  0.8635
H  -4.6923  -0.0418  1.9926
H  -3.4660  2.1062  1.4218
H  -4.4288  1.4118  0.1192
H  -1.7912  2.0756  0.0860
H  -1.6225  1.3344  -2.0390
H  -3.3044  1.8579  -1.8975
H  -2.9032  -0.3357  -3.0436
H  -4.1388  -0.3415  -1.7906
H  -1.5353  -1.0336  -0.8103
H  -1.4538  -2.2711  -2.9373
H  -3.0704  -2.8412  -2.5216
H  -1.5188  -4.5557  -1.9073
H  -2.1258  -3.8425  -0.4117
H  0.5107  -3.0434  -1.7207
H  0.3772  -4.3655  -0.5533
H  1.0205  -2.0327  0.1643
H  0.5652  -2.6054  2.2250
H  -0.3561  -3.9515  1.5573
H  -1.8270  -2.7375  3.0130
H  -2.3331  -2.4200  1.3410
H  -0.7011  -0.6237  2.9424
H  -2.3912  0.8483  3.0211
H  -3.0923  -0.6971  3.5173
I  3.6499  -1.2751  1.4749
C  4.7295  0.0265  0.1695
C  6.0157  0.3295  0.5054
C  6.7534  1.1795  -0.3442
C  6.1829  1.6644  -1.4864
C  4.8552  1.3282  -1.8442
C  4.2817  1.7821  -3.0525
C  3.0093  1.4050  -3.3804
C  2.2510  0.6022  -2.5003
C  2.7103  0.1253  -1.2798
C  4.0650  0.4916  -0.9912
H  6.4702  -0.0679  1.4026
H  7.7718  1.4356  -0.0786
H  6.7459  2.3181  -2.1451
H  4.8706  2.4159  -3.7072
H  2.5814  1.7310  -4.3243
H  1.2492  0.3257  -2.8361
B  -0.7304  5.0613  3.5872
C  -0.5274  4.0040  2.4456
N  -0.3874  3.2168  1.6064
H  0.3274  5.6362  3.7500
H  -1.0642  4.4705  4.5968
H  -1.5969  5.8369  3.2328

Cartesian forces, eV/Å:
Rb 0.03 -0.55 -0.04
C 0.20 0.17 0.01
C -0.04 -0.24 0.10
N 0.06 0.23 -0.08
C -0.04 -0.14 -0.05
C -0.05 -0.03 0.10
N 0.16 0.11 -0.18
C -0.04 -0.06 0.12
C 0.09 0.19 -0.03
C -0.14 -0.15 -0.04
N 0.17 0.07 -0.01
C -0.24 0.10 -0.05
C 0.15 -0.03 -0.05
N -0.01 0.06 0.08
C -0.11 -0.03 -0.07
H -0.09 -0.08 0.01
H 0.01 0.02 0.01
H 0.00 0.04 -0.02
H 0.03 0.03 -0.03
H -0.04 0.14 0.04
H 0.03 -0.01 0.03
H 0.04 0.02 -0.03
H -0.03 0.01 -0.01
H 0.00 0.02 -0.01
H -0.07 -0.03 0.13
H -0.03 0.02 -0.02
H 0.01 -0.01 0.00
H 0.00 -0.01 0.01
H -0.03 -0.08 -0.01
H 0.03 -0.01 0.01
H 0.06 0.04 0.01
H 0.13 0.07 -0.09
H 0.04 -0.01 -0.02
H 0.05 -0.01 0.04
H -0.02 -0.02 -0.04
H -0.04 -0.01 0.01
H 0.02 -0.05 0.10
H 0.01 -0.01 0.05
H 0.02 0.01 -0.02
I 0.24 0.18 -0.08
C -0.16 -0.29 0.35
C -0.02 -0.03 0.04
C 0.00 0.05 -0.08
C 0.11 0.05 0.02
C -0.09 -0.16 0.16
C -0.03 0.04 -0.08
C 0.10 0.10 -0.09
C 0.05 -0.18 0.18
C 0.00 -0.18 -0.34
C -0.04 0.10 -0.19
H -0.04 -0.01 0.01
H 0.00 0.02 -0.03
H 0.01 -0.02 0.00
H -0.01 -0.01 -0.01
H -0.01 0.01 0.01
H -0.04 0.09 0.03
B -0.02 0.23 0.24
C -0.03 -0.26 -0.25
N -0.31 0.48 0.15
H 0.01 0.02 0.02
H 0.00 -0.03 0.00
H -0.01 0.00 -0.02

Properties
ΔE to the lowest compared entry with this formula, charge and spin: 0.0 kcal/mol
2S+1: 1
Total charge: -1

***

3.
Below is a 2-piece molecular cluster, C4H12N2 overall, with properties calculated with ωB97M-V/def2-TZVPD.

Atoms and positions in Å:
C  1.6568  0.1356  -1.5546
C  1.2613  -0.1028  -0.1222
N  1.4428  0.9203  0.8418
N  0.0854  0.6010  0.4768
C  -0.5880  1.6661  -0.2372
H  0.8573  -0.1748  -2.2236
H  1.8707  1.1870  -1.7291
H  2.5503  -0.4426  -1.7770
H  1.4478  -1.1206  0.2235
H  1.6711  0.5894  1.7768
H  0.0958  2.3251  -0.7781
H  -1.1386  2.2579  0.4945
H  -1.2817  1.2128  -0.9445
C  -2.0233  -1.7928  1.1080
H  -1.6945  -2.2027  0.1168
H  -3.0474  -1.4390  1.1432
H  -1.9305  -2.5447  1.8856
H  -1.2352  -1.0750  1.2992

Cartesian forces, eV/Å:
C 0.07 0.19 0.28
C -0.96 0.37 -0.07
N 0.99 1.42 0.22
N 0.77 -1.55 0.33
C 0.36 0.02 -0.35
H -0.03 -0.12 -0.10
H 0.01 0.03 -0.01
H 0.07 -0.02 -0.13
H -0.59 0.04 -0.02
H -0.37 -0.24 -0.15
H 0.00 0.02 0.00
H -0.04 -0.04 -0.08
H -0.13 0.05 0.04
C 1.05 -0.83 -0.57
H -0.86 0.02 0.78
H 0.11 0.39 -0.34
H 0.01 -0.41 -0.10
H -0.47 0.67 0.27

Properties
ΔE to the lowest compared entry with this formula, charge and spin: 57.4 kcal/mol
2S+1: 1
Total charge: 0

***

4.
Below is C30H84I2InN12O6P4 as an isolated structure, with properties calculated with ωB97M-V/def2-TZVPD.

Atoms and positions in Å:
C  0.4490  1.9142  2.5351
C  -0.2405  0.3999  2.7006
C  1.0123  -0.6618  2.3897
O  0.5540  -2.0188  2.0524
In  2.2183  -2.8425  0.9964
C  4.0149  -1.5287  1.4903
I  1.8968  -2.6356  -1.8403
C  2.4854  -5.0320  1.5041
C  3.6768  -5.3626  2.5804
O  3.3741  -5.7135  3.8566
I  5.8147  -5.2895  2.0595
H  -0.2104  2.7610  3.0022
H  1.5203  1.8095  3.0479
H  0.6565  2.0443  1.3788
H  -0.6410  0.3137  3.8076
H  -1.1520  0.2436  1.9759
H  1.5624  -0.1986  1.4395
H  1.7811  -0.6159  3.2866
H  3.8417  -0.5144  0.8848
H  5.0402  -1.9638  1.0654
H  4.0929  -1.2220  2.6256
H  1.4714  -5.4079  2.0053
H  2.7297  -5.6027  0.5087
O  -1.2763  3.7697  -0.1438
P  -2.2558  4.9670  -0.0787
N  -2.8544  4.6420  -1.6302
C  -2.7085  5.4162  -2.8406
C  -3.6361  3.4243  -1.8113
N  -0.9904  6.1406  -0.1692
C  -0.8729  7.1976  -1.1670
C  0.3657  5.6987  0.1844
N  -3.3820  6.3434  -0.0039
C  -3.4106  6.8321  1.3980
C  -4.7948  6.1743  -0.3772
H  -2.9450  6.4701  -2.6901
H  -3.3958  5.1005  -3.6344
H  -1.6973  5.3279  -3.2429
H  -4.6144  3.5283  -1.3401
H  -3.1403  2.5596  -1.3583
H  -3.8035  3.1665  -2.8643
H  -0.4836  6.8183  -2.1174
H  -0.1838  7.9773  -0.8223
H  -1.8121  7.7223  -1.3460
H  0.8176  5.1098  -0.6237
H  0.3581  5.1014  1.1011
H  1.0269  6.5499  0.3912
H  -3.8356  6.0761  2.0683
H  -3.9965  7.7529  1.4869
H  -2.4054  7.0672  1.7629
H  -5.2695  5.3666  0.1904
H  -4.9335  5.9810  -1.4433
H  -5.3535  7.1005  -0.1960
O  -1.7288  -1.8803  -7.2782
P  -1.8210  -3.1617  -6.4141
N  -0.1743  -3.4992  -6.6272
C  0.4441  -4.5836  -7.3533
C  0.7864  -2.5974  -6.0022
N  -2.7545  -4.0140  -7.5927
C  -2.4064  -5.2942  -8.1980
C  -3.4599  -3.2124  -8.6024
N  -1.9271  -4.6349  -5.4206
C  -3.2432  -4.6261  -4.7330
C  -0.9435  -4.8918  -4.3574
H  0.0149  -5.5528  -7.0966
H  1.5105  -4.6965  -7.1250
H  0.3652  -4.4289  -8.4313
H  0.7889  -2.7370  -4.9203
H  0.5391  -1.5495  -6.2006
H  1.8146  -2.7433  -6.3555
H  -1.6565  -5.1804  -8.9874
H  -3.2893  -5.7572  -8.6536
H  -2.0565  -6.0288  -7.4718
H  -2.7712  -2.8456  -9.3739
H  -3.9687  -2.3600  -8.1425
H  -4.2465  -3.7927  -9.1014
H  -3.3086  -3.7945  -4.0219
H  -3.4185  -5.5645  -4.1966
H  -4.0682  -4.5162  -5.4443
H  -0.8837  -4.0567  -3.6509
H  0.0578  -5.0955  -4.7435
H  -1.2077  -5.7989  -3.8006
O  -5.7724  2.2902  0.9075
P  -6.2775  1.1889  1.8715
N  -5.6319  -0.0423  0.9029
C  -6.3238  -1.0446  0.1269
C  -4.1796  -0.1436  0.8179
N  -7.9370  1.4492  1.4651
C  -8.8620  0.4429  0.9568
C  -8.2867  2.7375  0.8506
N  -6.8581  -0.0772  2.9797
C  -7.3080  0.5844  4.2306
C  -5.9586  -1.1544  3.4208
H  -7.1007  -1.5508  0.7010
H  -5.6662  -1.8571  -0.2042
H  -6.7661  -0.6087  -0.7713
H  -3.7703  -0.5212  1.7560
H  -3.7212  0.8319  0.6253
H  -3.8352  -0.8091  0.0168
H  -8.7106  0.2538  -0.1109
H  -9.8991  0.7744  1.0836
H  -8.8079  -0.5005  1.5011
H  -7.9951  2.7681  -0.2068
H  -7.8074  3.5677  1.3780
H  -9.3651  2.9332  0.9085
H  -6.4657  1.0565  4.7494
H  -7.7858  -0.1298  4.9093
H  -8.0491  1.3648  4.0291
H  -5.0425  -0.7575  3.8717
H  -5.6837  -1.8372  2.6137
H  -6.4586  -1.7949  4.1575
O  7.8492  -0.3729  2.0821
P  9.0570  -0.4015  3.0504
N  8.6416  -1.9414  3.6225
C  8.1673  -2.3268  4.9310
C  8.7721  -3.0628  2.6994
N  8.3889  0.8113  4.0847
C  8.1379  0.6736  5.5146
C  7.3415  1.6750  3.5221
N  10.4456  -0.4345  4.1636
C  11.3390  0.6976  3.8101
C  11.3270  -1.6107  4.2245
H  8.7789  -1.9118  5.7329
H  8.2092  -3.4097  5.0981
H  7.1285  -2.0235  5.0764
H  9.8248  -3.2934  2.5295
H  8.3217  -2.8356  1.7277
H  8.2876  -3.9799  3.0565
H  7.2216  0.1087  5.7142
H  8.0199  1.6584  5.9812
H  8.9686  0.2143  6.0517
H  6.3784  1.1520  3.4684
H  7.6152  2.0242  2.5219
H  7.1994  2.5818  4.1237
H  11.7683  0.5613  2.8108
H  12.1541  0.8027  4.5337
H  10.7999  1.6506  3.8091
H  11.7269  -1.8683  3.2377
H  10.8342  -2.4912  4.6428
H  12.1689  -1.4252  4.9023

Cartesian forces, eV/Å:
C 0.38 -1.61 -0.44
C 0.81 0.49 0.40
C -0.94 0.65 -0.83
O 1.56 1.73 0.25
In 0.73 0.62 0.73
C 0.95 1.38 -0.67
I -0.10 -0.14 0.46
C 0.95 -2.05 1.00
C -4.47 -1.71 5.88
O 2.27 2.34 -8.03
I -1.19 0.02 0.02
H 1.42 -1.55 -1.03
H -2.35 0.58 -0.88
H -0.62 0.17 2.44
H 0.83 -0.08 -2.14
H 1.96 0.26 1.27
H -1.01 -0.66 1.98
H -1.53 -0.18 -1.57
H 0.39 -2.09 1.31
H -2.18 0.87 1.19
H 0.00 -0.80 -2.23
H 2.40 0.61 -1.04
H -0.46 1.07 1.91
O -2.41 -0.50 3.79
P 4.46 1.85 -7.03
N -1.59 -0.82 -1.83
C 0.02 0.44 0.17
C 0.19 -0.45 0.41
N 0.77 0.49 0.55
C -0.41 0.56 0.35
C -0.13 -0.31 0.30
N -1.07 -1.32 3.28
C 0.30 0.68 0.44
C -0.35 -0.25 -0.55
H 0.17 0.20 0.06
H 0.03 -0.28 0.33
H 0.11 0.17 -0.17
H -0.31 -0.21 0.05
H -0.02 0.08 0.03
H 0.21 0.30 0.18
H 0.02 -0.01 -0.02
H 0.08 -0.18 0.11
H -0.03 -0.31 -0.02
H 0.01 -0.07 0.12
H -0.03 -0.07 -0.36
H -0.34 0.13 -0.18
H -0.19 0.21 0.01
H -0.04 -0.15 -0.13
H -0.07 -0.16 -0.28
H -0.13 0.09 -0.06
H 0.36 -0.22 0.15
H 0.32 -0.04 0.30
O -1.89 1.31 3.84
P 3.19 -3.30 -7.14
N 2.40 -0.17 0.42
C -0.31 -0.34 0.10
C -0.26 0.63 0.11
N -1.04 -0.08 -0.53
C -0.33 -0.48 0.52
C -0.04 0.29 0.31
N -1.74 2.19 2.45
C -0.79 -0.42 -0.05
C 0.76 -0.03 0.09
H -0.19 -0.12 -0.12
H -0.19 0.37 0.15
H 0.01 -0.19 -0.21
H 0.23 0.10 0.26
H -0.05 -0.06 0.00
H -0.36 -0.19 -0.05
H 0.03 0.01 -0.03
H -0.06 0.21 -0.01
H 0.15 0.28 0.02
H -0.07 0.11 0.03
H 0.33 -0.08 -0.13
H 0.23 -0.25 0.20
H 0.00 -0.26 0.17
H 0.20 0.11 -0.03
H 0.31 0.04 -0.07
H 0.11 -0.21 0.09
H -0.20 0.34 -0.19
H -0.36 0.24 -0.13
O 1.61 1.31 4.01
P -3.70 -2.69 -7.33
N 1.50 -1.68 -0.72
C -0.41 -0.10 0.24
C 0.31 0.63 0.05
N -0.81 0.74 0.13
C -0.31 -0.31 0.65
C 0.29 0.17 0.23
N 1.61 2.04 2.72
C -0.78 0.19 0.41
C 0.41 -0.53 -0.34
H -0.25 0.06 0.01
H 0.21 0.37 0.16
H -0.21 -0.10 -0.14
H 0.34 -0.15 0.12
H -0.03 -0.04 0.04
H -0.33 0.13 0.18
H 0.01 0.00 -0.02
H 0.11 0.20 -0.01
H 0.28 0.11 -0.10
H 0.05 0.11 0.04
H 0.08 -0.22 -0.26
H 0.08 -0.38 0.09
H -0.09 -0.22 0.18
H 0.16 -0.03 -0.14
H 0.18 -0.16 -0.22
H -0.05 -0.19 0.06
H 0.00 0.43 -0.13
H -0.12 0.44 0.04
O 3.71 0.85 -2.57
P -6.65 -1.10 5.52
N 0.18 -2.56 0.16
C 0.12 0.29 0.37
C -0.18 0.32 -0.53
N -0.10 1.00 0.05
C 0.67 0.21 0.32
C 0.09 -0.02 -0.42
N 2.14 0.94 -2.89
C 0.19 0.76 0.36
C -0.14 -0.64 0.16
H -0.02 0.23 0.12
H 0.02 0.12 -0.43
H -0.08 0.01 0.21
H 0.33 -0.27 -0.15
H 0.01 0.04 0.06
H 0.10 0.44 0.16
H -0.01 0.00 -0.01
H -0.07 0.04 -0.22
H -0.08 -0.16 -0.25
H 0.04 0.06 -0.14
H -0.17 -0.29 0.15
H 0.23 -0.27 0.21
H 0.24 -0.01 0.15
H -0.09 -0.17 -0.06
H -0.13 -0.31 0.02
H 0.14 -0.06 0.13
H -0.28 0.22 -0.27
H -0.11 0.36 -0.22

Properties
2S+1: 1
Total charge: -1

***

How do the records compare in E_tot? In the order shown, they have -22819.555; -39196.197; -7320.541; -121157.066 eV.
How do the records compare in max |F|? In the order shown, they have 2.39; 0.59; 1.76; 8.72 eV/A.
How do the records compare in LUMO energy? In the order shown, they have -0.338; 2.122; 1.074; 0.440 eV.